Density functional theory data (wB97M-V/def2-TZVPD) for a structure of composition C13H13BrLaN4O5S at a distorted geometry.

The geometry in XYZ format:
```
38
C13H13BrLaN4O5S, DFT wB97M-V/def2-TZVPD
La -0.50 0.59 -0.27
O 1.22 -3.15 -2.34
C 1.07 -2.00 -1.78
O 0.04 -1.34 -1.85
C 2.31 -1.52 -1.04
C 3.52 -2.20 -0.78
C 4.50 -1.50 -0.06
C 4.25 -0.19 0.35
C 3.01 0.33 0.19
N 2.09 -0.30 -0.51
C 2.45 1.64 0.73
O 3.20 2.41 1.44
O 1.32 1.95 0.51
H 0.39 -3.40 -2.81
H 3.70 -3.19 -1.13
H 5.54 -1.89 -0.08
H 5.10 0.40 0.74
H 4.14 2.21 1.66
O -4.32 -2.21 4.17
C -3.39 -1.85 3.29
C -2.47 -2.73 2.72
C -1.52 -2.14 1.90
N -1.38 -0.83 1.64
C -2.40 -0.09 2.20
Br -2.34 1.80 1.79
C -3.39 -0.50 2.94
H -4.34 -3.18 4.36
H -2.46 -3.79 3.04
H -0.86 -2.78 1.42
H -4.12 0.15 3.37
N -1.16 4.42 -2.56
C -1.83 3.36 -2.99
N -2.20 3.28 -4.22
S -2.23 2.05 -1.94
H -1.19 5.35 -2.98
H -0.97 4.49 -1.59
H -2.02 3.88 -4.98
H -2.72 2.44 -4.57
```

Results
Relative energy (zero: lowest compared OMol25 entry of this formula, charge and spin), eV: 0.116
HOMO level, eV: -18.052
LUMO energy, eV: -9.787
Frontier orbital gap, eV: 8.265
Charge: +3

Here are the Mulliken charges for atoms 1 to 2, given in e:
1. La 1.58
2. O -0.38

Density functional theory data (wB97M-V/def2-TZVPD) for a cluster of 2 separate species, C6H14N2O2 in total at a distorted geometry.

The geometry in XYZ format:
```
24
C6H14N2O2, DFT wB97M-V/def2-TZVPD
C -2.22 -0.99 0.37
C -1.71 2.48 -0.93
C -2.47 0.24 -0.47
O -3.51 0.39 -1.09
N -1.43 1.12 -0.53
H -2.15 -1.89 -0.23
H -0.48 0.88 -0.33
H -2.23 3.03 -0.16
H -1.29 -0.94 0.93
H -3.08 -1.20 1.00
H -0.79 3.01 -1.19
H -2.29 2.47 -1.85
C 1.94 -0.27 2.19
C 1.92 -1.18 -1.46
C 2.30 -0.48 -0.19
O 3.23 0.29 -0.09
N 1.51 -0.79 0.90
H 0.95 -1.62 0.96
H 1.61 0.77 2.31
H 1.38 -0.57 -2.18
H 1.56 -0.88 3.00
H 3.03 -0.28 2.29
H 2.86 -1.49 -1.92
H 1.36 -2.11 -1.34
```

Results
Relative energy (zero: lowest compared OMol25 entry of this formula, charge and spin), eV: 0.819
HOMO level, eV: -9.653
LUMO energy, eV: 0.538
Frontier orbital gap, eV: 10.192
Charge: 0

Here are the Mulliken charges for atoms 1 to 2, given in e:
1. C -0.78
2. C -1.01

Density functional theory data (wB97M-V/def2-TZVPD) for a cluster of 14 separate species, C6H37N2O13 in total at a distorted geometry.

The geometry in XYZ format:
```
58
C6H37N2O13, DFT wB97M-V/def2-TZVPD
C 20.45 0.10 -8.28
C 20.08 1.08 -9.35
N 21.17 2.02 -9.68
C 22.15 1.82 -10.60
C 22.77 2.96 -10.76
N 22.13 3.84 -9.92
C 21.17 3.26 -9.36
C 22.40 5.27 -9.73
H 21.44 -0.34 -8.39
H 19.77 -0.76 -8.37
H 20.31 0.48 -7.27
H 19.24 1.72 -9.06
H 19.76 0.65 -10.29
H 22.29 0.86 -11.07
H 23.61 3.25 -11.36
H 20.46 3.70 -8.68
H 21.48 5.79 -9.47
H 22.74 5.69 -10.67
H 23.11 5.41 -8.92
O 24.40 0.23 -12.35
H 25.30 0.10 -12.69
H 24.04 0.89 -12.98
O 20.10 2.90 -5.52
H 20.86 2.33 -5.33
H 20.24 3.69 -4.98
O 25.96 6.91 -10.36
H 26.49 6.91 -9.55
H 25.06 7.13 -10.07
O 16.75 -0.11 -8.18
H 17.20 -0.56 -7.45
H 15.81 -0.18 -7.96
O 24.88 5.91 -13.59
H 25.68 5.46 -13.90
H 25.04 6.85 -13.76
O 25.66 3.80 -9.90
H 26.11 3.26 -9.24
H 25.78 4.72 -9.60
O 20.23 8.44 -10.21
H 19.92 7.89 -9.47
H 20.37 7.83 -10.94
O 18.92 6.05 -8.84
H 18.47 5.74 -8.04
H 18.21 6.42 -9.40
O 26.75 3.27 -12.51
H 26.34 3.11 -11.62
H 27.14 2.43 -12.79
O 18.31 1.38 -12.20
H 17.90 0.51 -12.35
H 18.47 1.73 -13.09
O 16.92 2.35 -9.88
H 17.37 1.89 -10.62
H 16.67 1.64 -9.25
O 22.17 4.81 -13.88
H 23.06 5.20 -13.68
H 22.38 3.90 -14.14
O 23.62 2.27 -14.38
H 24.33 2.65 -14.93
H 23.40 1.43 -14.82
```

Results
Relative energy (zero: lowest compared OMol25 entry of this formula, charge and spin), eV: 2.738
HOMO level, eV: -12.768
LUMO energy, eV: -2.243
Frontier orbital gap, eV: 10.525
Charge: +1

Here are the Mulliken charges for atoms 1 to 2, given in e:
1. C -1.18
2. C -0.31

Density functional theory data (wB97M-V/def2-TZVPD) for a structure of composition C41H36AsCl2CoIN3PSSe2.

The geometry in XYZ format:
```
89
C41H36AsCl2CoIN3PSSe2, DFT wB97M-V/def2-TZVPD
Co 0.64 0.53 0.29
I -1.51 0.99 1.85
C -1.84 -0.88 2.70
C -2.04 -0.85 4.05
C -2.43 -2.01 4.75
C -2.66 -3.15 4.06
C -2.47 -3.21 2.65
C -2.80 -4.41 1.98
C -2.64 -4.52 0.64
C -2.05 -3.45 -0.06
C -1.69 -2.27 0.54
P -0.64 -1.21 -0.58
C 0.49 -2.52 -1.18
C 1.48 -2.90 -0.27
C 2.43 -3.84 -0.61
C 2.41 -4.41 -1.88
C 1.43 -4.05 -2.79
C 0.47 -3.10 -2.44
C -1.77 -0.88 -1.96
C -1.22 -0.43 -3.17
C -2.04 -0.03 -4.21
C -3.42 -0.05 -4.05
C -3.97 -0.47 -2.85
C -3.15 -0.89 -1.81
C -1.97 -2.08 1.93
H -1.92 0.07 4.59
H -2.56 -1.97 5.82
H -3.01 -4.05 4.56
H -3.18 -5.23 2.57
H -2.90 -5.43 0.11
H -1.85 -3.59 -1.12
H 1.51 -2.44 0.71
H 3.19 -4.11 0.10
H 3.16 -5.14 -2.16
H 1.41 -4.49 -3.77
H -0.29 -2.83 -3.16
H -0.15 -0.37 -3.29
H -1.60 0.31 -5.13
H -4.06 0.26 -4.86
H -5.05 -0.49 -2.72
H -3.59 -1.21 -0.88
Se 3.33 4.00 -0.38
Se 1.41 4.00 -1.63
C 1.63 2.23 -2.41
C 1.72 2.12 -3.79
C 2.11 0.90 -4.32
C 2.44 -0.13 -3.46
C 2.28 0.07 -2.10
N 1.83 1.22 -1.58
C 2.65 3.45 1.34
C 3.61 2.93 2.20
C 3.20 2.53 3.46
C 1.87 2.68 3.80
C 1.01 3.23 2.87
N 1.39 3.61 1.65
H 1.52 2.98 -4.41
H 2.20 0.78 -5.39
H 2.80 -1.09 -3.82
H 2.50 -0.71 -1.39
H 4.63 2.79 1.88
H 3.91 2.08 4.15
H 1.49 2.37 4.77
H -0.04 3.38 3.11
Cl 1.16 -1.60 3.54
C 2.75 -1.59 2.82
C 3.69 -2.50 3.26
C 4.96 -2.53 2.70
C 5.27 -1.62 1.70
C 4.32 -0.71 1.27
Cl 4.77 0.42 0.02
C 2.99 -0.65 1.78
N 2.07 0.20 1.36
H 3.41 -3.18 4.05
H 5.70 -3.24 3.04
H 6.25 -1.60 1.24
C -1.96 5.81 -0.93
As -2.86 4.10 -0.90
C -4.43 4.33 -2.00
C -3.56 3.96 0.89
S -1.66 2.53 -1.53
H -2.66 6.62 -0.72
H -1.52 5.94 -1.92
H -1.16 5.79 -0.19
H -5.00 5.21 -1.69
H -5.04 3.44 -1.93
H -4.10 4.45 -3.04
H -4.35 4.70 1.04
H -2.75 4.14 1.60
H -3.95 2.95 1.04
```

Results
HOMO level (alpha / beta), eV: -6.050 / -6.223
LUMO energy (alpha / beta), eV: 0.075 / 0.079
Multiplicity: 4
Expectation value of S²: 3.782
Frontier orbital gap (alpha / beta), eV: 6.126 / 6.302
Charge: 0

Here are the Mulliken charges for atoms 1 to 2, given in e:
1. Co 0.65
2. I 0.22

Density functional theory data (wB97M-V/def2-TZVPD) for a cluster of 7 separate species, C12H40B2IN12O9S in total at a distorted geometry.

The geometry in XYZ format:
```
77
C12H40B2IN12O9S, DFT wB97M-V/def2-TZVPD
C 6.80 -2.13 1.37
C 5.37 -1.68 1.66
O 5.41 -0.36 2.20
C 4.18 0.33 2.15
C 3.04 -0.31 2.93
O 1.84 0.17 2.38
C 0.66 -0.41 2.96
B -0.17 -1.45 2.00
S -1.41 -0.37 0.95
I 1.30 -2.48 0.59
B -1.10 -2.55 2.92
C -1.38 -4.08 2.64
O -1.71 -2.09 4.08
H 6.93 -2.33 0.31
H 7.50 -1.35 1.68
H 7.03 -3.05 1.90
H 4.91 -2.35 2.39
H 4.75 -1.69 0.75
H 4.38 1.32 2.56
H 3.85 0.47 1.11
H 3.08 -1.40 2.85
H 3.11 -0.05 3.99
H 0.92 -0.92 3.90
H 0.00 0.43 3.25
H -2.25 -1.28 0.46
H -1.55 -4.60 3.59
H -2.28 -4.19 2.04
H -0.56 -4.58 2.12
H -1.73 -1.13 4.08
C -2.56 -1.80 -2.76
O -3.22 -1.92 -1.73
N -2.12 -2.88 -3.47
N -2.21 -0.59 -3.26
H -1.54 -2.80 -4.28
H -2.30 -3.79 -3.08
H -2.46 0.22 -2.72
H -1.61 -0.46 -4.06
C -2.07 3.64 0.53
O -2.30 4.84 0.38
N -0.80 3.18 0.72
N -3.02 2.68 0.53
H -0.60 2.20 0.85
H -0.06 3.85 0.74
H -3.98 2.95 0.40
H -2.76 1.72 0.67
C -4.16 7.80 -0.94
O -3.75 7.32 -1.98
N -4.95 8.93 -0.94
N -3.89 7.29 0.30
H -5.31 9.35 -0.10
H -5.17 9.33 -1.83
H -3.33 6.46 0.40
H -4.25 7.73 1.12
C 5.80 -1.57 -1.10
O 5.63 -2.73 -0.76
N 4.80 -0.65 -1.14
N 7.04 -1.10 -1.47
H 4.96 0.30 -1.43
H 3.87 -0.91 -0.87
H 7.80 -1.75 -1.44
H 7.21 -0.15 -1.74
C -6.26 -4.29 -0.74
O -6.64 -3.47 0.07
N -6.88 -5.52 -0.86
N -5.21 -4.09 -1.58
H -6.59 -6.22 -1.51
H -7.65 -5.70 -0.25
H -4.68 -3.22 -1.54
H -4.93 -4.79 -2.25
C 0.86 1.60 -3.14
O 0.34 0.78 -3.89
N 1.32 2.80 -3.60
N 1.02 1.38 -1.81
H 1.73 3.50 -3.01
H 1.20 3.00 -4.58
H 0.69 0.51 -1.42
H 1.44 2.05 -1.20
```

Results
Relative energy (zero: lowest compared OMol25 entry of this formula, charge and spin), eV: 0.311
HOMO level, eV: -5.010
LUMO energy, eV: 2.203
Frontier orbital gap, eV: 7.214
Charge: -1

Here are the Mulliken charges for atoms 1 to 2, given in e:
1. C -1.17
2. C 0.51

Density functional theory data (wB97M-V/def2-TZVPD) for the ion C4H7O3P with charge -2 at a distorted geometry.

The geometry in XYZ format:
```
15
C4H7O3P, DFT wB97M-V/def2-TZVPD
C 0.66 1.08 -0.85
C 1.59 0.17 -0.10
C 0.11 0.04 0.06
C -0.52 0.47 1.36
O -0.64 -1.71 -2.10
O -0.94 -2.60 0.29
O -2.50 -0.78 -0.60
P -1.15 -1.46 -0.69
H 0.63 2.13 -0.57
H 0.55 0.92 -1.92
H 2.14 -0.58 -0.64
H 2.17 0.62 0.72
H -0.26 -0.23 2.15
H -1.60 0.42 1.22
H -0.24 1.49 1.68
```

Results
Relative energy (zero: lowest compared OMol25 entry of this formula, charge and spin), eV: 0.496
HOMO level, eV: 0.794
LUMO energy, eV: 6.808
Frontier orbital gap, eV: 6.014
Charge: -2

Here are the Mulliken charges for atoms 1 to 2, given in e:
1. C -0.79
2. C -0.60

Density functional theory data (wB97M-V/def2-TZVPD) for a structure of composition C30H66N17PSTi at a distorted geometry.

The geometry in XYZ format:
```
116
C30H66N17PSTi, DFT wB97M-V/def2-TZVPD
Ti 0.77 -0.31 -0.02
C 2.01 1.37 -4.43
N 1.39 0.06 -4.36
C 1.51 -0.70 -5.60
C 0.71 -0.37 -3.26
N 1.29 -0.40 -2.05
C 2.76 -0.43 -2.17
C 3.58 -0.53 -0.87
N 2.80 -0.72 0.37
C 2.86 -2.11 0.82
C 2.06 -2.97 -0.13
N 0.66 -2.53 -0.09
C -0.20 -3.51 -0.34
N 0.17 -4.66 -0.97
C 0.94 -4.67 -2.19
C -0.23 -5.97 -0.48
N -1.48 -3.42 0.07
C -1.89 -2.46 1.06
C -2.57 -4.17 -0.54
C 3.32 0.15 1.42
C 2.35 0.26 2.60
N 0.95 -0.16 2.31
C 0.31 -0.50 3.43
N 0.95 -0.81 4.61
C 1.77 -1.99 4.78
C 0.68 -0.05 5.81
N -1.04 -0.52 3.51
C -1.90 0.31 2.72
C -1.72 -1.20 4.61
N -0.56 -0.80 -3.47
C -1.28 -1.62 -2.53
C -1.25 -0.62 -4.74
H 3.07 1.29 -4.66
H 1.85 1.91 -3.50
H 1.54 1.93 -5.24
H 1.04 -0.18 -6.43
H 1.08 -1.69 -5.49
H 2.57 -0.81 -5.83
H 3.13 0.47 -2.67
H 3.01 -1.28 -2.83
H 4.32 -1.33 -0.96
H 4.15 0.40 -0.77
H 2.42 -2.17 1.82
H 3.90 -2.46 0.88
H 2.13 -4.02 0.20
H 2.48 -2.90 -1.13
H 1.02 -3.67 -2.60
H 0.43 -5.31 -2.92
H 1.95 -5.08 -2.06
H -0.68 -5.88 0.51
H 0.66 -6.60 -0.38
H -0.92 -6.47 -1.16
H -1.02 -2.18 1.66
H -2.33 -1.57 0.59
H -2.64 -2.93 1.71
H -2.91 -4.98 0.11
H -2.27 -4.58 -1.50
H -3.41 -3.49 -0.70
H 3.51 1.14 1.00
H 4.29 -0.24 1.78
H 2.33 1.31 2.92
H 2.76 -0.30 3.43
H 1.75 -2.59 3.87
H 1.37 -2.58 5.60
H 2.81 -1.73 5.02
H 0.15 0.87 5.56
H 1.64 0.23 6.26
H 0.12 -0.61 6.56
H -1.37 0.62 1.82
H -2.21 1.19 3.29
H -2.81 -0.24 2.46
H -1.09 -1.98 5.01
H -2.63 -1.65 4.22
H -1.99 -0.51 5.41
H -1.00 -2.68 -2.64
H -1.06 -1.28 -1.50
H -2.34 -1.54 -2.73
H -1.18 -1.51 -5.37
H -0.84 0.24 -5.28
H -2.31 -0.43 -4.55
C 1.10 5.50 3.61
C 1.63 4.89 2.38
N 2.62 5.32 1.67
N 2.77 4.47 0.65
C 1.87 3.47 0.68
S 1.76 2.22 -0.42
N 1.12 3.73 1.80
N 0.02 2.98 2.18
H 1.73 6.34 3.89
H 1.08 4.78 4.43
H 0.09 5.87 3.46
H 3.47 4.65 -0.06
H -0.72 3.59 2.52
H 0.26 2.32 2.92
C -3.10 4.37 -0.56
N -2.17 4.13 -1.66
C -2.90 3.60 -2.79
N -3.58 2.37 -2.44
C -4.50 2.63 -1.35
N -3.79 3.15 -0.19
C -2.94 2.18 0.42
P -1.51 1.56 -0.69
C -1.05 3.32 -1.27
C -2.68 1.29 -2.17
H -3.83 5.11 -0.88
H -2.56 4.76 0.30
H -2.21 3.41 -3.62
H -3.64 4.34 -3.11
H -5.02 1.70 -1.08
H -5.24 3.37 -1.67
H -3.54 1.31 0.70
H -2.50 2.63 1.32
H -0.36 3.23 -2.11
H -0.54 3.82 -0.44
H -3.28 0.39 -1.97
H -2.06 1.13 -3.05
```

Results
HOMO level (alpha / beta), eV: -14.838 / -14.840
LUMO energy (alpha / beta), eV: -8.196 / -7.814
Multiplicity: 2
Expectation value of S²: 0.754
Frontier orbital gap (alpha / beta), eV: 6.642 / 7.026
Charge: +3

Here are the Mulliken charges for atoms 1 to 2, given in e:
1. Ti 0.65
2. C -1.29

Density functional theory data (wB97M-V/def2-TZVPD) for a cluster of 2 separate species, C19H43NO6PSSi in total at a distorted geometry.

The geometry in XYZ format:
```
72
C19H43NO6PSSi, DFT wB97M-V/def2-TZVPD
C 1.41 5.28 -0.59
C 0.75 3.99 0.25
C 1.61 2.64 -0.22
C 2.04 1.71 1.07
C 0.93 1.83 -1.46
C 2.02 0.78 -2.19
C 2.39 -0.62 -1.41
C 3.96 -0.79 -1.01
C 4.84 0.59 -0.99
C 3.98 -1.45 0.53
C 0.97 0.23 -3.36
C 0.63 1.30 -4.60
S -0.13 0.28 -6.03
O 0.98 -0.31 -6.93
O -1.19 1.09 -6.83
C -0.34 0.10 -2.34
N -0.32 1.02 -1.28
Si -1.69 1.05 -0.12
C -1.21 0.98 1.74
C -2.84 -0.50 -0.43
C -2.85 2.60 -0.36
H 0.72 6.25 -0.51
H 1.54 5.06 -1.73
H 2.45 5.62 -0.13
H -0.37 3.96 -0.08
H 0.91 4.26 1.39
H 2.64 3.09 -0.64
H 3.19 1.55 1.20
H 1.69 2.32 2.04
H 1.50 0.68 1.13
H 0.61 2.71 -2.19
H 2.87 1.32 -2.82
H 2.13 -1.52 -2.14
H 1.70 -0.80 -0.45
H 4.43 -1.55 -1.78
H 5.67 0.45 -0.14
H 4.25 1.56 -0.70
H 5.41 0.72 -2.00
H 5.09 -1.71 0.78
H 3.30 -2.41 0.58
H 3.55 -0.63 1.26
H 1.28 -0.72 -3.98
H -0.17 2.10 -4.29
H 1.62 1.80 -5.00
H -0.85 -0.79 -5.41
H -1.13 -0.71 -2.62
H -2.23 0.96 2.35
H -0.64 1.95 2.13
H -0.64 -0.01 2.05
H -3.82 -0.46 0.24
H -3.14 -0.45 -1.58
H -2.26 -1.53 -0.29
H -2.32 3.46 -0.94
H -3.28 2.89 0.69
H -3.75 2.23 -1.05
C -3.82 -3.41 5.66
O -3.78 -2.77 4.40
P -2.36 -3.18 3.50
O -2.19 -1.71 3.11
O -3.26 -3.95 2.35
C -4.63 -3.67 2.18
O -0.93 -3.59 2.61
C -0.24 -4.69 3.16
H -4.73 -3.10 6.19
H -3.83 -4.49 5.53
H -2.95 -3.12 6.25
H -4.85 -2.61 2.24
H -5.19 -4.22 2.93
H -4.94 -4.03 1.20
H -0.89 -5.57 3.18
H 0.09 -4.44 4.17
H 0.64 -4.90 2.54
```

Results
HOMO level, eV: -11.881
LUMO energy, eV: -5.033
Frontier orbital gap, eV: 6.848
Charge: +1

Here are the Mulliken charges for atoms 1 to 2, given in e:
1. C -1.07
2. C -0.26

What are the calculated total energy values for these records? In order: -4101.4511; -497.0274; -1338.2321; -12127.2294; -2561.4305; -723.6979; -3701.7329; -2284.3330 a.u..